A molecular structure, C12H23ClN5O5ReS5. Source: OMol25; level of theory: ωB97M-V/def2-TZVPD.

Atoms and positions in Å:
Re1 -0.735 -0.215 0.413
C1 0.607 -2.047 -2.231
C2 0.786 -0.643 -2.770
S1 0.721 0.650 -1.454
C3 -0.434 1.876 -2.200
C4 -1.863 1.416 -2.416
S2 -2.614 0.523 -0.972
C5 -3.263 -0.966 -1.809
C6 -2.208 -1.885 -2.391
S3 -0.880 -2.309 -1.191
H1 1.437 -2.302 -1.571
H2 0.574 -2.764 -3.055
H3 0.059 -0.384 -3.535
H4 1.780 -0.551 -3.213
H5 0.011 2.192 -3.146
H6 -0.394 2.722 -1.515
H7 -1.968 0.791 -3.301
H8 -2.484 2.302 -2.568
H9 -3.949 -0.624 -2.587
H10 -3.847 -1.464 -1.033
H11 -1.742 -1.473 -3.283
H12 -2.692 -2.829 -2.658
O1 0.780 1.805 1.837
C7 -0.274 1.648 1.292
C8 4.297 -1.866 -1.185
C9 4.331 -2.102 0.316
C10 3.064 -1.790 0.994
N1 2.020 -1.275 0.430
N2 1.003 -1.011 1.245
C11 1.256 -1.344 2.531
N3 0.441 -1.138 3.545
S4 2.833 -2.041 2.718
H13 5.297 -1.978 -1.590
H14 3.939 -0.864 -1.406
H15 3.659 -2.597 -1.672
H16 5.112 -1.482 0.773
H17 4.633 -3.132 0.537
H18 -0.485 -0.738 3.396
H19 0.684 -1.443 4.476
O2 -3.335 -1.987 3.168
Cl1 -2.722 -1.481 2.057
O3 -1.719 -2.341 1.500
O4 -3.571 -1.077 1.004
O5 -1.943 -0.263 2.404
N4 -1.724 5.240 2.590
C12 -0.886 4.264 2.329
N5 0.368 4.275 2.694
S5 -1.565 2.907 1.376
H20 -1.440 6.070 3.101
H21 -2.692 5.207 2.299
H22 0.765 5.046 3.220
H23 0.971 3.473 2.510

Its molar mass is 699.3 g mol⁻¹. For the LUMO energy (spin up / spin down), the calculation gives -9.74 / -11.26 eV. Its net charge is +3. Its spin multiplicity is 4. The frontier orbital gap (spin up / spin down) is 8.0073 / 6.6014 eV. As for the expectation value of S²: 3.78.